Record 1
The following is a DFT calculation (ωB97M-V/def2-TZVPD) of C11H17BO2 in the gas phase at a distorted geometry.

Calculated values
Orbital gap   9.63 eV
Electronic energy   -16457.1675 eV
Energy relative to the best compared isomer or geometry (same formula, charge and spin)   0.0 kJ/mol
LUMO level   0.543 eV
SMILES   CCCCCc1cccc(B(O)O)c1

```
! wB97M-V def2-TZVPD RIJCOSX def2/J DEFGRID3
* xyz 0 1
C 3.391 2.287 -3.096
C 2.149 1.705 -2.418
C 2.359 1.113 -1.037
C 0.983 0.790 -0.378
C 1.022 0.172 1.059
C -0.359 -0.185 1.511
C -1.031 0.583 2.438
C -2.337 0.194 2.763
C -2.935 -0.944 2.275
C -2.270 -1.645 1.286
B -3.025 -2.730 0.459
O -2.607 -4.051 0.331
O -4.201 -2.373 -0.153
C -0.983 -1.270 0.954
H 3.177 3.184 -3.682
H 3.737 1.556 -3.838
H 4.221 2.530 -2.410
H 1.427 2.523 -2.367
H 1.677 0.947 -3.059
H 2.955 0.157 -1.078
H 2.976 1.767 -0.382
H 0.383 1.719 -0.379
H 0.438 0.087 -1.042
H 1.681 -0.705 1.025
H 1.431 0.814 1.803
H -0.567 1.402 2.929
H -2.856 0.790 3.469
H -3.912 -1.181 2.593
H -1.847 -4.304 0.891
H -4.573 -3.123 -0.615
H -0.504 -1.811 0.146
*
```

=====

Record 2
The following is a DFT calculation (ωB97M-V/def2-TZVPD) of C10H8N2 in the gas phase at a distorted geometry.

Calculated values
Orbital gap   9.14 eV
Electronic energy   -13478.2119 eV
Energy relative to the best compared isomer or geometry (same formula, charge and spin)   141.8 kJ/mol
LUMO level   0.246 eV
SMILES   c1ccc(-c2ncccn2)cc1

```
! wB97M-V def2-TZVPD RIJCOSX def2/J DEFGRID3
* xyz 0 1
C 3.328 -0.007 -0.003
C 2.700 1.159 -0.390
C 1.302 1.172 -0.431
C 0.593 -0.013 -0.051
C -0.832 0.024 -0.022
N -1.473 -1.179 -0.465
C -2.810 -1.112 -0.448
C -3.568 0.029 -0.023
C -2.787 1.130 0.443
N -1.447 1.103 0.371
C 1.343 -1.154 0.246
C 2.718 -1.186 0.366
H 4.377 0.049 0.161
H 3.364 2.191 -0.602
H 0.575 2.037 -0.608
H -3.386 -1.917 -0.680
H -4.627 -0.165 0.083
H -3.402 1.958 0.709
H 0.654 -1.982 0.728
H 3.378 -2.136 0.616
*
```

=====

Record 3
The following is a DFT calculation (ωB97M-V/def2-TZVPD) of C3H4OS in the gas phase at a distorted geometry.

Calculated values
Orbital gap   9.44 eV
Electronic energy   -16054.8054 eV
Energy relative to the best compared isomer or geometry (same formula, charge and spin)   318.8 kJ/mol
LUMO level   0.597 eV
SMILES   C[C@]12O[C@H]1S2

```
! wB97M-V def2-TZVPD RIJCOSX def2/J DEFGRID3
* xyz 0 1
C 1.086 0.486 -0.305
C -0.061 -0.376 0.212
O -0.677 -1.472 -0.352
C -1.469 -0.413 0.244
S -0.626 -0.397 1.882
H 1.740 0.363 0.451
H 0.773 1.600 -0.441
H 1.407 0.074 -1.253
H -2.174 0.135 -0.437
*
```

=====

Record 4
The following is a DFT calculation (ωB97M-V/def2-TZVPD) of 7 unconnected molecules or ions with the total composition C24H53F2NO16 at a distorted geometry.

Calculated values
Orbital gap   7.96 eV
Electronic energy   -65415.1146 eV
Energy relative to the best compared isomer or geometry (same formula, charge and spin)   0.0 kJ/mol
LUMO level   0.166 eV

```
! wB97M-V def2-TZVPD RIJCOSX def2/J DEFGRID3
* xyz 0 1
N 1.084 -0.076 -1.389
H 1.533 -0.634 -1.926
H 0.890 0.933 -1.811
H 1.598 0.133 -0.588
H 0.277 -0.599 -1.151
O -1.381 1.016 0.072
H -1.599 0.370 0.631
C -4.362 1.169 0.557
C -4.241 1.935 -0.763
O -5.195 2.841 -0.659
C -6.088 2.681 0.288
O -7.057 3.269 0.482
O -5.581 1.682 1.103
F -4.513 1.042 -1.744
H -3.675 1.260 1.360
H -4.362 0.109 0.216
H -3.164 2.132 -1.131
C -1.351 4.435 -0.518
C -1.540 4.194 1.024
O -2.993 4.502 1.162
C -3.425 5.125 0.054
O -4.478 5.695 -0.058
O -2.541 5.012 -0.911
F -0.914 5.194 1.757
H -1.483 3.412 -1.136
H -0.332 4.981 -0.624
H -1.577 3.301 1.460
C 1.646 1.547 2.008
O 2.483 1.705 0.814
C 2.300 2.910 0.219
C 3.121 2.906 -0.996
O 2.901 2.159 -1.894
C 3.034 2.654 -3.212
C 3.041 1.577 -4.230
O 1.684 0.973 -4.163
C 1.491 -0.194 -5.086
H 1.967 2.264 2.671
H 1.876 0.586 2.590
H 0.637 1.555 1.799
H 2.707 3.780 0.830
H 1.339 3.009 -0.152
H 4.239 2.612 -0.688
H 3.107 3.828 -1.425
H 3.953 3.365 -3.237
H 2.324 3.319 -3.552
H 3.890 0.925 -4.051
H 2.968 2.018 -5.232
H 2.266 -0.849 -5.160
H 1.183 0.167 -6.088
H 0.636 -0.812 -4.860
C 2.807 -2.596 0.369
O 3.307 -1.803 -0.663
C 3.700 -2.629 -1.708
C 2.676 -3.602 -2.301
O 1.581 -2.940 -2.333
C 0.501 -3.668 -2.869
C -0.762 -2.766 -2.853
O -1.066 -2.502 -1.546
C -2.305 -1.857 -1.449
H 3.034 -3.665 0.322
H 1.700 -2.432 0.176
H 3.060 -2.146 1.408
H 4.724 -3.032 -1.465
H 3.937 -1.864 -2.535
H 2.579 -4.464 -1.709
H 2.966 -3.868 -3.307
H 0.326 -4.586 -2.266
H 0.424 -4.246 -3.893
H -1.724 -3.292 -3.257
H -0.811 -1.966 -3.576
H -3.157 -2.555 -1.697
H -2.523 -0.957 -1.917
H -2.594 -1.502 -0.364
C 2.125 -4.582 3.592
O 1.508 -3.522 2.840
C 0.193 -3.884 2.575
C -0.668 -2.631 2.142
O -0.739 -1.961 3.158
C -1.786 -0.942 3.137
C -1.653 0.183 4.229
O -1.592 -0.231 5.536
C -1.263 0.845 6.481
H 2.134 -5.293 2.892
H 1.613 -4.873 4.548
H 3.198 -4.243 3.989
H -0.479 -4.357 3.414
H 0.301 -4.554 1.711
H -1.554 -3.159 1.860
H -0.107 -2.207 1.346
H -2.950 -1.224 3.140
H -1.737 -0.415 2.255
H -2.599 0.941 4.072
H -0.879 0.808 3.907
H -1.102 0.268 7.352
H -2.108 1.460 6.386
H -0.556 1.397 6.208
*
```

=====

Record 5
The following is a DFT calculation (ωB97M-V/def2-TZVPD) of 2 unconnected molecules or ions with the total composition C37H36BNO4 at a distorted geometry.

Calculated values
Orbital gap   3.10 eV
Electronic energy   -49305.8362 eV
Energy relative to the best compared isomer or geometry (same formula, charge and spin)   209.5 kJ/mol
LUMO level   -2.900 eV

```
! wB97M-V def2-TZVPD RIJCOSX def2/J DEFGRID3
* xyz 0 1
C -5.333 -3.746 4.493
C -4.146 -2.961 4.772
C -3.513 -2.609 5.935
C -2.358 -1.860 5.545
C -2.324 -1.796 4.172
B -1.356 -1.044 3.091
C -0.396 -0.106 3.915
C -0.317 1.245 4.140
C 0.783 1.466 5.039
C 1.318 0.230 5.298
C 2.369 -0.229 6.181
O 0.624 -0.723 4.608
C -0.430 -2.191 2.554
C -0.574 -3.556 2.479
C 0.708 -4.104 2.159
C 1.562 -3.033 2.032
C 2.965 -2.947 1.720
O 0.871 -1.875 2.227
C -2.520 -0.464 2.217
C -2.857 -0.599 0.892
C -4.150 0.003 0.717
C -4.528 0.451 1.958
C -5.752 1.047 2.447
O -3.533 0.206 2.871
O -3.443 -2.451 3.711
H -5.813 -3.950 5.456
H -6.051 -3.208 3.860
H -5.084 -4.713 4.032
H -3.841 -2.850 6.943
H -1.645 -1.415 6.232
H -0.994 1.994 3.736
H 1.110 2.409 5.457
H 2.950 0.642 6.492
H 1.955 -0.707 7.077
H 3.029 -0.941 5.678
H -1.479 -4.128 2.674
H 0.975 -5.142 2.029
H 3.404 -3.938 1.873
H 3.109 -2.678 0.668
H 3.490 -2.226 2.353
H -2.251 -1.085 0.125
H -4.726 0.072 -0.204
H -6.397 1.239 1.587
H -6.278 0.369 3.129
H -5.551 1.988 2.969
C 3.293 2.490 1.334
C 3.498 1.185 0.682
N 4.755 0.707 0.466
C 4.716 -0.442 -0.327
C 3.365 -0.665 -0.683
C 3.076 -1.697 -1.578
C 4.117 -2.545 -1.997
C 5.437 -2.354 -1.549
C 5.759 -1.263 -0.733
C 2.563 0.336 0.030
C 1.165 0.492 -0.112
C 0.627 0.648 -1.417
C 1.439 0.728 -2.592
C 0.875 0.683 -3.862
C -0.515 0.620 -4.018
C -1.096 0.509 -5.392
C -1.333 0.677 -2.880
C -0.781 0.739 -1.603
H 2.390 2.961 0.931
H 3.181 2.377 2.420
H 4.155 3.144 1.145
H 5.593 1.157 0.817
H 2.051 -1.846 -1.919
H 3.900 -3.372 -2.676
H 6.213 -3.042 -1.870
H 6.777 -1.026 -0.427
H 0.523 0.556 0.761
H 2.516 0.831 -2.505
H 1.508 0.720 -4.746
H -2.170 0.701 -5.370
H -0.606 1.221 -6.070
H -0.954 -0.494 -5.816
H -2.417 0.675 -2.992
H -1.412 0.855 -0.715
*
```

=====

Record 6
The following is a DFT calculation (ωB97M-V/def2-TZVPD) of 2 unconnected molecules or ions with the total composition C4H12 at a distorted geometry.

Calculated values
Orbital gap   11.96 eV
Electronic energy   -4340.4067 eV
Energy relative to the best compared isomer or geometry (same formula, charge and spin)   204.7 kJ/mol
LUMO level   1.069 eV
SMILES   CC.CC

```
! wB97M-V def2-TZVPD RIJCOSX def2/J DEFGRID3
* xyz 0 1
C -0.328 1.663 -0.377
C 0.361 1.947 -1.673
H -0.628 2.559 0.250
H -1.151 0.931 -0.121
H 0.454 1.136 0.252
H 1.207 1.314 -1.590
H 0.731 2.840 -2.114
H -0.189 1.841 -2.611
C -0.049 -1.774 1.781
C -0.018 -1.854 0.251
H -0.944 -1.254 2.108
H -0.145 -2.787 2.263
H 0.905 -1.166 2.061
H 0.547 -2.514 -0.240
H -1.130 -1.761 -0.046
H 0.543 -1.028 -0.104
*
```

=====

Record 7
The following is a DFT calculation (ωB97M-V/def2-TZVPD) of a molecular structure, C22H24Cl2N3O5S2V at a distorted geometry.

Calculated values
Orbital gap (spin up / spin down)   6.92 / 7.28 eV
Electronic energy   -110296.3828 eV
LUMO level (spin up / spin down)   -7.382 / -7.173 eV

```
! wB97M-V def2-TZVPD RIJCOSX def2/J DEFGRID3
* xyz 2 3
V 10.834 5.810 12.562
Cl 12.954 5.293 12.766
C 12.801 5.201 14.611
C 13.962 5.456 15.312
C 13.924 5.333 16.706
C 12.713 5.010 17.334
C 11.547 4.778 16.600
Cl 10.054 4.436 17.353
C 11.584 4.861 15.195
S 10.107 4.546 14.251
H 14.837 5.751 14.742
H 14.814 5.498 17.292
H 12.652 4.941 18.402
C 15.541 12.533 11.606
C 15.191 11.776 12.892
S 13.711 10.745 12.653
O 13.633 10.499 11.206
O 13.704 9.632 13.605
C 12.333 11.831 13.054
C 11.050 11.262 12.441
N 10.835 9.851 12.925
C 11.096 8.689 12.333
N 10.728 7.674 13.131
C 10.190 8.152 14.291
C 10.274 9.522 14.204
N 9.857 10.401 15.190
O 9.179 9.871 16.116
O 10.149 11.646 15.087
C 11.688 8.456 11.008
H 16.300 13.292 11.807
H 14.663 13.041 11.170
H 15.921 11.843 10.845
H 15.026 12.456 13.740
H 15.966 11.052 13.163
H 12.554 12.833 12.640
H 12.170 11.906 14.148
H 11.045 11.270 11.338
H 10.180 11.827 12.814
H 9.787 7.560 15.103
H 11.478 9.255 10.289
H 11.171 7.522 10.646
H 12.775 8.269 11.058
C 6.963 6.257 12.287
C 7.933 5.945 11.264
O 9.153 5.840 11.640
C 7.851 5.730 9.895
C 8.998 5.701 9.050
C 8.791 5.626 7.680
C 7.490 5.484 7.151
C 6.400 5.472 8.026
C 6.582 5.590 9.385
H 7.524 6.397 13.222
H 6.167 5.478 12.405
H 6.422 7.188 12.014
H 9.993 5.742 9.482
H 9.641 5.653 7.005
H 7.322 5.411 6.084
H 5.388 5.390 7.637
H 5.716 5.586 10.047
*
```

=====

Record 8
The following is a DFT calculation (ωB97M-V/def2-TZVPD) of a gas-phase ion, C3H7ClNO2S (charge -1) at a distorted geometry.

Calculated values
Orbital gap   7.32 eV
Electronic energy   -32166.9244 eV
Energy relative to the best compared isomer or geometry (same formula, charge and spin)   91.9 kJ/mol
LUMO level   3.814 eV
SMILES   CN(C)[S@@](=O)([O-])=CCl

```
! wB97M-V def2-TZVPD RIJCOSX def2/J DEFGRID3
* xyz -1 1
C -1.409 -0.359 -0.763
N -0.612 -0.437 0.431
C -0.694 0.733 1.266
S 1.018 -0.859 0.037
O 1.684 -0.914 1.331
O 0.879 -2.133 -0.653
C 1.520 0.353 -1.149
Cl 2.151 1.721 -0.183
H -1.183 -1.247 -1.349
H -2.471 -0.346 -0.500
H -1.169 0.531 -1.362
H 0.074 0.633 2.029
H -0.527 1.663 0.706
H -1.679 0.779 1.742
H 2.416 -0.117 -1.584
*
```

=====

Record 9
The following is a DFT calculation (ωB97M-V/def2-TZVPD) of a gas-phase ion, C4H10NO (charge -1) at a distorted geometry.

Calculated values
Orbital gap   6.24 eV
Electronic energy   -7845.6589 eV
Energy relative to the best compared isomer or geometry (same formula, charge and spin)   181.1 kJ/mol
LUMO level   4.126 eV
SMILES   CCNCC[O-]

```
! wB97M-V def2-TZVPD RIJCOSX def2/J DEFGRID3
* xyz -1 1
C -1.861 -1.258 0.511
C -1.704 -0.318 -0.698
N -0.531 0.684 -0.892
C 0.856 0.108 -0.816
C 1.854 0.750 0.335
O 1.642 0.175 1.517
H -1.511 -0.652 1.412
H -2.895 -1.319 0.663
H -1.396 -2.159 0.515
H -2.629 0.194 -0.986
H -1.642 -0.910 -1.683
H -0.596 1.377 -0.141
H 0.692 -0.904 -0.401
H 1.110 -0.065 -1.815
H 1.645 1.879 0.468
H 2.928 0.685 0.090
*
```

=====

Record 10
The following is a DFT calculation (ωB97M-V/def2-TZVPD) of C2H7N3OS in the gas phase at a distorted geometry.

Calculated values
Orbital gap   9.46 eV
Electronic energy   -19537.7729 eV
Energy relative to the best compared isomer or geometry (same formula, charge and spin)   199.5 kJ/mol
LUMO level   0.789 eV
SMILES   N/N=C(/CS)NO

```
! wB97M-V def2-TZVPD RIJCOSX def2/J DEFGRID3
* xyz 0 1
N 0.556 1.335 -1.749
N 0.885 0.932 -0.375
C 0.000 0.176 0.133
C 0.256 -0.240 1.569
S 1.005 -1.894 1.459
N -1.158 -0.191 -0.559
O -1.821 -1.382 -0.180
H 0.112 2.257 -1.744
H 1.435 1.575 -2.126
H 0.950 0.449 2.038
H -0.684 -0.378 2.114
H 1.995 -1.452 0.688
H -0.914 -0.151 -1.557
H -2.617 -1.036 0.288
*
```

=====

Record 11
The following is a DFT calculation (ωB97M-V/def2-TZVPD) of 16 unconnected molecules or ions with the total composition C32H64Cl32 at a distorted geometry.

Calculated values
Orbital gap   9.89 eV
Electronic energy   -434942.7450 eV
Energy relative to the best compared isomer or geometry (same formula, charge and spin)   145.5 kJ/mol
LUMO level   -0.080 eV

```
! wB97M-V def2-TZVPD RIJCOSX def2/J DEFGRID3
* xyz 0 1
Cl 0.416 -1.284 -3.421
C 0.737 -0.194 -4.821
C 0.291 1.261 -4.615
Cl 1.043 1.916 -3.181
H 0.256 -0.651 -5.686
H 1.805 -0.270 -5.025
H -0.789 1.339 -4.488
H 0.632 1.899 -5.430
Cl -2.014 -4.865 -0.955
C -1.551 -4.035 0.567
C -0.112 -3.777 0.501
Cl 0.402 -2.967 1.945
H -1.867 -4.703 1.369
H -2.166 -3.141 0.668
H 0.089 -3.077 -0.310
H 0.518 -4.656 0.370
Cl 1.696 2.645 3.990
C 2.735 3.881 3.274
C 2.721 5.223 4.012
Cl 3.315 4.890 5.709
H 2.455 3.969 2.225
H 3.784 3.605 3.162
H 1.726 5.666 4.042
H 3.377 5.932 3.506
Cl -4.982 2.870 3.159
C -4.031 4.317 3.645
C -3.083 4.620 2.541
Cl -1.649 3.486 2.814
H -3.625 4.200 4.650
H -4.743 5.142 3.626
H -2.708 5.641 2.610
H -3.496 4.468 1.543
Cl 5.578 0.783 -3.223
C 4.754 1.057 -1.655
C 5.055 2.428 -0.988
Cl 4.562 3.734 -2.113
H 5.168 0.224 -1.087
H 3.693 0.934 -1.872
H 6.093 2.593 -0.702
H 4.458 2.523 -0.081
Cl -4.834 -3.372 -4.217
C -3.942 -2.188 -3.245
C -4.767 -1.804 -1.999
Cl -5.062 -3.232 -0.957
H -3.585 -1.398 -3.906
H -3.041 -2.676 -2.874
H -5.679 -1.384 -2.426
H -4.324 -1.059 -1.339
Cl 1.681 -4.783 -2.216
C 0.765 -5.815 -3.368
C -0.045 -5.003 -4.403
Cl -1.362 -6.078 -4.945
H 0.162 -6.531 -2.810
H 1.386 -6.541 -3.894
H 0.427 -4.622 -5.309
H -0.544 -4.089 -4.083
Cl -0.342 -0.393 5.032
C 1.172 -0.537 5.898
C 1.151 -1.491 7.119
Cl 0.152 -0.898 8.534
H 1.488 0.460 6.206
H 1.997 -0.799 5.236
H 2.127 -1.568 7.598
H 0.727 -2.450 6.822
Cl -6.444 0.903 -0.186
C -6.880 2.459 -0.889
C -8.003 2.356 -1.959
Cl -7.808 1.093 -3.219
H -6.008 2.812 -1.439
H -7.048 3.102 -0.025
H -8.132 3.322 -2.447
H -8.933 2.110 -1.447
Cl 4.994 -1.570 6.117
C 5.687 -0.808 4.637
C 4.683 0.051 3.897
Cl 5.482 0.832 2.492
H 5.976 -1.637 3.991
H 6.561 -0.308 5.054
H 4.346 0.853 4.553
H 3.863 -0.546 3.500
Cl -1.057 6.239 -0.681
C -0.103 4.720 -0.593
C 1.307 4.826 -1.163
Cl 2.308 5.895 -0.077
H -0.718 4.081 -1.227
H -0.068 4.301 0.413
H 1.270 5.241 -2.170
H 1.656 3.794 -1.211
Cl 3.483 -2.929 0.017
C 4.496 -4.177 0.759
C 5.722 -3.498 1.568
Cl 6.801 -2.886 0.344
H 4.928 -4.865 0.032
H 3.831 -4.710 1.438
H 6.366 -4.098 2.211
H 5.288 -2.630 2.063
Cl -4.726 -2.106 5.905
C -4.016 -1.171 4.590
C -4.875 -1.152 3.228
Cl -5.166 -2.669 2.404
H -3.009 -1.503 4.336
H -3.931 -0.153 4.971
H -4.367 -0.421 2.599
H -5.861 -0.698 3.324
Cl -2.111 -0.404 0.492
C -0.679 0.274 -0.260
C 0.278 0.641 0.822
Cl 1.642 1.455 0.068
H -0.874 1.169 -0.851
H -0.182 -0.584 -0.714
H 0.566 -0.177 1.482
H -0.275 1.425 1.340
Cl -3.634 1.556 -2.867
C -3.782 2.445 -4.415
C -4.292 1.620 -5.541
Cl -3.298 0.221 -5.884
H -2.866 2.996 -4.627
H -4.476 3.258 -4.202
H -4.260 2.270 -6.415
H -5.295 1.287 -5.276
Cl 3.207 -3.314 -5.300
C 3.902 -2.384 -3.968
C 4.856 -3.284 -3.159
Cl 6.266 -3.851 -4.206
H 3.077 -1.934 -3.417
H 4.514 -1.626 -4.458
H 4.310 -4.149 -2.782
H 5.249 -2.740 -2.301
*
```

=====

no.,M (g/mol)
1,192.07
2,156.19
3,88.13
4,649.67
5,569.51
6,60.14
7,596.43
8,156.61
9,88.13
10,121.16
11,1583.36